[1]
{"formula": "C34H76BF4FeO17", "method": "ωB97M-V/def2-TZVPD", "symbols": ["Fe", "B", "F", "F", "F", "F", "C", "C", "O", "C", "O", "O", "C", "H", "H", "H", "H", "H", "H", "H", "H", "C", "C", "O", "C", "H", "H", "H", "H", "H", "H", "C", "C", "O", "C", "H", "H", "H", "H", "H", "H", "C", "O", "C", "C", "O", "C", "C", "O", "C", "H", "H", "H", "H", "H", "H", "H", "H", "H", "H", "H", "H", "H", "H", "C", "O", "C", "C", "O", "C", "C", "O", "C", "H", "H", "H", "H", "H", "H", "H", "H", "H", "H", "H", "H", "H", "H", "C", "O", "C", "C", "O", "C", "C", "O", "C", "H", "H", "H", "H", "H", "H", "H", "H", "H", "H", "H", "H", "H", "H", "C", "O", "C", "C", "O", "C", "C", "O", "C", "H", "H", "H", "H", "H", "H", "H", "H", "H", "H", "H", "H", "H", "H"], "coordinates": [[-1.14, -0.83, 2.11], [-0.78, 0.98, -0.03], [-1.94, 0.26, 0.46], [-0.63, 0.84, -1.39], [-0.98, 2.35, 0.37], [0.28, 0.33, 0.62], [1.67, -5.62, 1.52], [0.89, -5.10, 0.30], [0.12, -3.99, 0.78], [-0.40, -3.11, -0.04], [-0.97, -2.15, 0.38], [-0.40, -3.48, -1.30], [-1.05, -2.63, -2.32], [2.31, -6.48, 1.28], [1.00, -5.97, 2.30], [2.33, -4.90, 1.93], [0.22, -5.87, -0.17], [1.65, -4.83, -0.41], [-1.04, -1.56, -2.18], [-2.09, -2.96, -2.40], [-0.59, -3.02, -3.24], [0.05, 0.91, 5.43], [0.01, 1.47, 4.01], [-0.06, 0.65, 3.12], [0.02, 2.96, 3.81], [-0.23, -0.14, 5.38], [-0.68, 1.42, 6.07], [1.06, 0.98, 5.79], [0.76, 3.42, 4.47], [-0.95, 3.40, 4.07], [0.19, 3.33, 2.81], [-3.98, 2.72, 3.76], [-3.64, 1.59, 2.86], [-2.74, 0.81, 3.11], [-4.34, 1.51, 1.57], [-3.49, 2.55, 4.73], [-5.04, 2.87, 3.89], [-3.64, 3.64, 3.28], [-4.20, 0.51, 1.18], [-3.79, 2.16, 0.89], [-5.35, 1.87, 1.64], [-10.34, -1.06, -5.48], [-8.99, -1.40, -5.70], [-8.49, -2.56, -5.10], [-7.04, -2.79, -5.33], [-6.19, -1.92, -4.62], [-5.94, -0.65, -5.18], [-5.06, 0.18, -4.21], [-3.70, -0.37, -4.17], [-2.83, 0.45, -3.37], [-10.60, -0.27, -6.18], [-10.52, -0.77, -4.42], [-10.89, -1.99, -5.67], [-9.09, -3.40, -5.43], [-8.69, -2.45, -4.04], [-6.80, -2.84, -6.41], [-6.78, -3.72, -4.84], [-6.80, 0.02, -5.31], [-5.47, -0.80, -6.15], [-5.49, 0.04, -3.20], [-5.08, 1.24, -4.54], [-1.88, -0.04, -3.16], [-3.35, 0.77, -2.45], [-2.57, 1.37, -3.85], [2.11, -1.20, 2.44], [0.80, -1.85, 2.56], [0.68, -2.63, 3.73], [-0.68, -3.21, 3.77], [-1.44, -1.97, 3.91], [-2.83, -2.27, 4.17], [-3.53, -2.71, 2.89], [-3.16, -1.72, 1.94], [-3.94, -1.98, 0.73], [2.10, -0.33, 3.08], [2.14, -0.87, 1.41], [2.92, -1.90, 2.69], [0.82, -2.03, 4.63], [1.44, -3.41, 3.78], [-0.74, -3.73, 4.73], [-0.90, -3.73, 2.86], [-3.27, -1.34, 4.50], [-2.91, -3.01, 4.99], [-4.61, -2.69, 3.03], [-3.10, -3.62, 2.53], [-3.96, -3.05, 0.50], [-3.46, -1.42, -0.05], [-4.97, -1.71, 0.97], [7.61, 4.33, -3.87], [6.74, 3.25, -3.93], [7.15, 2.06, -3.25], [6.30, 0.87, -3.69], [4.94, 1.16, -3.39], [4.72, 1.16, -1.97], [3.30, 0.70, -1.81], [3.30, -0.66, -2.24], [2.04, -1.23, -2.21], [7.93, 4.58, -2.85], [7.09, 5.25, -4.14], [8.46, 4.24, -4.57], [7.24, 2.22, -2.19], [8.19, 1.91, -3.59], [6.63, -0.12, -3.31], [6.31, 0.81, -4.80], [4.89, 2.16, -1.52], [5.45, 0.50, -1.52], [2.72, 1.29, -2.54], [2.94, 0.85, -0.78], [1.69, -1.33, -1.17], [2.22, -2.26, -2.58], [1.30, -0.68, -2.83], [8.03, 0.90, 0.34], [6.69, 0.83, 0.86], [6.45, 1.55, 2.09], [4.92, 1.74, 2.37], [4.31, 2.66, 1.38], [2.90, 2.69, 1.60], [2.35, 3.86, 0.77], [2.84, 5.17, 1.19], [2.51, 5.58, 2.55], [8.73, 0.51, 1.07], [8.35, 1.89, 0.10], [8.01, 0.30, -0.57], [6.88, 2.53, 1.95], [6.89, 1.04, 2.94], [4.77, 2.12, 3.38], [4.46, 0.77, 2.27], [2.73, 2.84, 2.65], [2.46, 1.72, 1.29], [1.26, 3.86, 0.77], [2.74, 3.74, -0.25], [3.00, 4.92, 3.31], [1.42, 5.52, 2.69], [2.79, 6.64, 2.65]], "total_charge": 1, "multiplicity": 5, "relative_energy_kcal_mol": 0.0, "mol_weight_da": 899.6, "homo_ha": [-0.38878, -0.38878]}

[2]
{"formula": "C34H80CdF6NO21S2", "method": "ωB97M-V/def2-TZVPD", "symbols": ["Cd", "C", "C", "C", "O", "C", "C", "C", "O", "O", "O", "H", "H", "C", "F", "F", "F", "S", "O", "O", "N", "S", "O", "O", "C", "F", "F", "F", "C", "C", "O", "H", "H", "H", "H", "H", "H", "C", "C", "O", "H", "H", "H", "H", "H", "H", "C", "C", "O", "H", "H", "H", "H", "H", "H", "C", "C", "O", "H", "H", "H", "H", "H", "H", "C", "C", "O", "H", "H", "H", "H", "H", "H", "C", "C", "O", "H", "H", "H", "H", "H", "H", "C", "C", "O", "H", "H", "H", "H", "H", "H", "C", "C", "O", "H", "H", "H", "H", "H", "H", "C", "C", "O", "H", "H", "H", "H", "H", "H", "C", "C", "O", "H", "H", "H", "H", "H", "H", "C", "C", "O", "H", "H", "H", "H", "H", "H", "C", "C", "O", "H", "H", "H", "H", "H", "H", "C", "C", "O", "H", "H", "H", "H", "H", "H"], "coordinates": [[-1.62, 21.70, -5.27], [0.68, 18.40, -7.14], [-0.02, 19.49, -6.47], [0.43, 19.76, -4.93], [-0.08, 20.73, -4.47], [1.54, 18.94, -4.40], [2.11, 17.94, -5.17], [1.63, 17.59, -6.57], [2.08, 16.63, -7.26], [3.11, 17.32, -4.62], [-0.92, 20.22, -6.94], [0.30, 18.18, -8.12], [1.87, 19.12, -3.39], [-3.88, 24.90, -4.31], [-4.89, 25.59, -3.82], [-3.97, 24.63, -5.58], [-2.83, 25.65, -4.27], [-3.77, 23.20, -3.35], [-4.03, 23.51, -1.95], [-4.74, 22.32, -4.00], [-2.11, 22.78, -3.72], [-1.36, 23.24, -2.48], [-0.02, 23.31, -2.92], [-1.81, 24.40, -1.70], [-1.49, 21.66, -1.16], [-0.46, 20.85, -1.42], [-1.41, 22.21, 0.07], [-2.72, 21.04, -1.27], [1.02, 26.41, -0.85], [1.11, 27.29, -2.09], [-0.04, 28.07, -2.34], [1.83, 25.69, -0.80], [0.08, 25.87, -0.85], [1.10, 27.05, 0.03], [1.42, 26.74, -2.98], [1.98, 27.95, -2.08], [-0.83, 27.57, -2.10], [-1.38, 29.24, -5.03], [0.04, 29.35, -5.76], [0.12, 30.60, -6.29], [-2.18, 29.55, -5.70], [-1.46, 29.77, -4.08], [-1.49, 28.16, -4.96], [0.05, 28.56, -6.51], [0.92, 29.24, -5.12], [0.92, 30.64, -6.81], [0.03, 18.64, 1.03], [-1.05, 18.16, 0.10], [-1.73, 17.02, 0.50], [0.23, 19.69, 0.86], [0.82, 17.89, 1.13], [-0.23, 18.67, 2.09], [-0.72, 18.23, -0.94], [-1.80, 18.95, 0.08], [-1.22, 16.29, 0.13], [0.30, 22.24, 3.30], [1.61, 21.51, 2.95], [2.83, 22.05, 3.39], [0.23, 22.11, 4.37], [-0.58, 21.73, 2.91], [0.27, 23.30, 3.04], [1.79, 21.35, 1.89], [1.42, 20.48, 3.28], [3.50, 21.38, 3.52], [2.60, 21.57, -2.20], [3.63, 21.94, -3.27], [3.10, 22.85, -4.22], [2.22, 22.53, -1.85], [3.09, 21.05, -1.38], [1.79, 20.91, -2.52], [3.92, 21.05, -3.83], [4.56, 22.33, -2.85], [2.36, 22.42, -4.66], [-0.01, 25.06, -7.17], [0.29, 24.23, -5.93], [0.04, 22.86, -6.29], [-0.16, 26.13, -7.02], [-0.92, 24.78, -7.71], [0.84, 25.04, -7.84], [-0.40, 24.72, -5.24], [1.32, 24.43, -5.64], [0.55, 22.87, -7.11], [-5.13, 18.98, -4.63], [-4.39, 19.76, -5.69], [-3.06, 19.87, -5.18], [-6.08, 18.70, -5.06], [-5.32, 19.55, -3.72], [-4.60, 18.04, -4.43], [-4.75, 20.77, -5.89], [-4.36, 19.23, -6.65], [-2.75, 19.06, -4.78], [-3.46, 21.60, -8.80], [-2.54, 22.43, -8.01], [-2.97, 22.57, -6.66], [-3.32, 21.75, -9.87], [-4.49, 21.86, -8.56], [-3.28, 20.55, -8.54], [-2.57, 23.46, -8.36], [-1.48, 22.22, -8.16], [-3.81, 23.05, -6.66], [-2.54, 28.34, -8.39], [-3.57, 27.60, -7.56], [-4.77, 27.47, -8.30], [-3.05, 29.22, -8.76], [-2.08, 27.77, -9.20], [-1.82, 28.85, -7.75], [-3.62, 28.18, -6.64], [-3.29, 26.59, -7.27], [-4.47, 27.10, -9.14], [-1.46, 26.23, 2.04], [-2.39, 26.41, 0.86], [-3.31, 27.33, 1.30], [-1.25, 27.18, 2.53], [-0.48, 25.81, 1.78], [-2.00, 25.56, 2.71], [-2.79, 25.45, 0.51], [-1.93, 26.81, -0.04], [-3.41, 27.31, 2.25], [-4.87, 22.26, 1.34], [-4.84, 23.09, 2.69], [-5.53, 24.33, 2.61], [-4.19, 21.40, 1.31], [-4.70, 22.81, 0.42], [-5.88, 21.86, 1.23], [-3.80, 23.20, 2.98], [-5.38, 22.54, 3.46], [-6.47, 24.15, 2.55], [-7.85, 24.24, -2.92], [-7.98, 22.94, -2.14], [-8.91, 23.08, -1.10], [-7.08, 24.02, -3.65], [-7.59, 25.05, -2.23], [-8.74, 24.40, -3.53], [-7.01, 22.73, -1.70], [-8.17, 22.11, -2.82], [-9.66, 23.66, -1.23], [-8.41, 24.76, -6.81], [-6.95, 25.06, -6.57], [-6.25, 24.69, -7.73], [-9.11, 25.33, -6.21], [-8.67, 23.73, -6.56], [-8.60, 25.01, -7.86], [-6.51, 24.53, -5.72], [-6.82, 26.09, -6.25], [-5.65, 25.41, -7.92]], "total_charge": 0, "multiplicity": 2, "mol_weight_da": 1129.5, "homo_ha": [-0.35138, -0.31793]}